No. 1
This record from the OMol25 dataset describes a structure of composition C29H36AuN8. The level of theory is ωB97M-V/def2-TZVPD.

Output
- Energy: -1699.54650 a.u.
- Total charge: -1
- 2S+1: 3

```
74
Properties=species:S:1:pos:R:3:forces:R:3:mulliken_spin:R:1
Au 0.302155 0.402014 0.145993 2.8393 -2.4196 0.0919 0.0468
N 1.762976 2.723975 -1.366353 -1.9895 0.0868 -1.2596 0.0800
N -0.763397 0.370724 -2.051901 -1.9396 -2.4711 -1.7342 0.0240
C -0.575868 -0.248889 2.146316 -1.1274 1.6159 1.3525 0.0348
C -1.436024 0.848666 1.688179 1.1676 -0.7433 1.8080 -0.0117
C -0.660739 2.041754 1.656764 2.4095 -0.4299 1.9628 -0.0053
C -1.063084 3.395907 1.165565 -0.0252 0.1042 0.7853 0.0224
H -2.014339 3.370871 0.650268 -0.4725 -0.0007 -0.0256 -0.0005
H -0.348218 3.889941 0.493065 -0.3874 -0.4795 0.3935 0.0103
H -1.148019 4.028252 2.053295 -0.2724 0.4416 -0.1270 -0.0017
C 0.747250 1.685096 2.089885 -3.4521 0.3597 0.9113 0.0053
C 1.880741 2.627029 2.133913 -0.6317 0.0917 1.7771 0.0056
H 1.963506 3.101828 3.062086 0.1563 0.5992 2.2473 0.0013
H 1.760269 3.446703 1.414507 -0.2723 -1.0899 2.3082 0.0131
H 2.821326 2.130495 1.899627 -0.7528 -0.0685 1.3880 -0.0099
C 0.767586 0.270831 2.361574 -1.1066 0.6502 -0.2758 0.0085
C 1.942662 -0.494602 2.857314 0.0297 0.0391 0.3879 -0.0260
H 2.886381 -0.107993 2.459840 -0.1647 0.0197 0.0182 0.0016
H 1.875395 -1.553508 2.605372 -0.0235 -0.0429 -0.0086 -0.0016
H 1.966160 -0.399249 3.945706 0.2819 -0.1904 0.1904 0.0014
C -2.869455 0.750442 1.315060 -0.2423 0.0663 0.3475 0.0104
H -3.432158 1.498915 1.885971 -0.1753 -0.0816 -0.1659 -0.0007
H -3.263898 -0.232609 1.578371 -0.0724 0.1096 -0.0267 -0.0012
H -3.078163 0.922124 0.248246 0.1031 0.0314 0.0033 -0.0018
C -1.013727 -1.646069 2.406013 -0.0141 -0.1315 0.3632 -0.0018
H -0.321850 -2.403925 2.008614 -0.0459 0.1297 -0.0126 0.0012
H -2.000244 -1.860286 1.979447 0.1633 0.0740 0.0827 -0.0001
H -1.083258 -1.796422 3.494068 -0.0605 -0.2856 -0.1262 0.0033
C 2.920610 3.347753 -1.867239 -0.9709 -0.2213 -2.5340 -0.0125
H 3.683098 3.630243 -1.177934 0.0546 -0.1405 -0.7412 0.0560
C 3.009722 3.557497 -3.222523 0.4988 0.0207 1.5574 -0.0637
H 3.903063 4.049913 -3.596515 -0.1569 -0.1020 -0.0149 -0.0064
C 1.979820 3.138252 -4.044250 -1.2499 -0.4996 -1.7289 0.0927
H 2.038226 3.290060 -5.125178 -0.0648 0.0589 0.2900 0.0116
C 0.867979 2.508672 -3.503000 1.1723 0.0250 -2.6447 -0.0471
H 0.052290 2.153363 -4.115271 0.0486 0.1056 -0.2498 -0.0087
C 0.793775 2.292809 -2.177178 -1.7519 -0.9491 0.3311 0.0058
C -0.326186 1.625932 -1.523016 -0.0947 1.6958 -1.9700 0.1452
H -1.139168 2.268173 -1.190562 0.1174 -0.2710 0.3479 -0.0151
C -0.710578 -0.628534 -1.129774 1.1330 1.0060 -0.1173 -0.0107
C -1.348107 -0.169543 -3.189134 0.2230 1.4616 -0.1855 -0.0055
H -1.476967 0.425028 -4.073696 -0.1730 -0.1759 -0.2086 -0.0024
C -1.636100 -1.439675 -2.916287 -0.5663 -1.6528 -0.0242 0.0059
H -2.072937 -2.220179 -3.499605 -0.2148 -0.1080 -0.3753 0.0001
N -1.238691 -1.717967 -1.592488 -0.9718 -1.0012 -1.7296 -0.0080
C -1.442625 -2.950413 -0.860768 -0.2465 0.3908 -0.1883 -0.0167
C -2.684887 -3.158967 -0.247970 0.2245 -0.6006 0.1803 0.0075
C -2.864377 -4.352404 0.480227 0.3443 0.2321 -0.3392 0.0005
H -3.821062 -4.527512 0.976246 0.2207 0.0349 -0.1098 0.0001
C -1.844473 -5.303045 0.584478 -0.0831 0.1843 -0.1433 0.0007
C -2.057181 -6.589904 1.351584 0.0226 0.0107 0.1107 -0.0002
H -1.491243 -6.597900 2.294351 -0.1248 0.0665 -0.2172 0.0000
H -1.723684 -7.455319 0.769723 -0.0226 0.1174 0.0370 0.0000
H -3.114689 -6.738947 1.594032 0.1695 0.0654 -0.0285 0.0002
C -0.618782 -5.049707 -0.042030 -0.1419 0.4585 -0.2162 -0.0021
H 0.191718 -5.776726 0.032629 -0.1888 0.1448 0.0095 0.0001
C -0.396574 -3.871155 -0.773803 -0.0741 -0.4473 0.3354 0.0101
C 0.938520 -3.602804 -1.415466 0.3872 -0.0485 -0.0398 0.0026
H 0.879037 -3.564177 -2.513108 -0.1079 0.0059 0.2565 0.0000
H 1.662150 -4.388630 -1.147153 -0.2960 0.2134 -0.0849 -0.0004
H 1.354115 -2.641492 -1.085428 -0.1834 -0.1197 -0.0234 -0.0022
C -3.797539 -2.149329 -0.330828 -0.3546 0.2061 0.0658 -0.0014
H -4.526716 -2.395622 -1.117061 0.2259 -0.0873 0.1145 0.0004
H -3.425218 -1.143580 -0.549197 -0.0430 -0.2704 0.0939 -0.0017
H -4.358962 -2.104006 0.619535 0.2881 -0.0541 -0.3691 0.0001
N 4.886909 3.155650 0.825748 1.1094 -0.2292 0.2913 0.0574
N 3.556141 3.236089 0.479652 -3.6202 -3.6929 -0.8672 0.3431
N 2.705634 4.595294 0.272980 4.4293 3.7595 1.5831 0.0637
C 1.591352 4.531487 -0.094328 -3.6222 2.1656 -1.1799 0.3680
N 1.147218 2.487773 0.004417 8.2759 0.4391 -4.1685 0.1071
N 2.782948 1.950874 0.134584 1.6298 3.0355 1.6367 0.7084
H 5.362827 2.261107 0.858181 -0.6052 0.3230 -0.2043 0.0044
H 5.418682 3.991691 0.996817 -0.4871 0.0007 -0.1443 0.0035
H 0.786948 5.277864 -0.481201 1.9187 -1.5413 0.9496 0.0018
```
Positions in Å, forces in eV/Å.



No. 2
This record from the OMol25 dataset describes a structure of composition C29H36BN4O4SSeZn. The level of theory is ωB97M-V/def2-TZVPD.

Output
- Energy: -6249.49901 a.u.
- Total charge: -2
- 2S+1: 2

```
77
Properties=species:S:1:pos:R:3:forces:R:3:mulliken_spin:R:1
Zn -27.639586 8.195300 9.598879 -0.6080 0.5518 -0.2481 0.0000
O -28.387183 9.275059 7.813383 0.3049 0.7037 -0.8324 0.0000
N -27.734119 10.419434 7.415537 -0.4626 -2.6874 4.6851 0.0000
C -27.906105 10.792261 6.170507 -1.3994 -1.6206 0.9795 0.0000
C -27.443359 11.916117 5.675121 3.2748 -0.9071 5.9313 0.0000
C -26.467045 12.601852 6.395119 1.3244 0.8072 2.2180 0.0000
C -26.166421 12.204111 7.681181 -3.0923 -3.1937 1.6757 0.0000
C -27.078023 11.051772 8.406828 3.0081 3.6409 -5.0650 0.0000
S -26.907851 10.533893 9.921445 0.0135 0.0836 1.7623 0.0000
H -28.551678 10.005954 5.883034 -0.9071 -0.1394 -2.0067 0.0000
H -27.775362 12.148743 4.848603 -2.6845 2.7178 -8.3980 0.0000
H -25.913037 13.466114 6.027573 -0.1749 -0.3144 -0.3783 0.0000
H -25.369349 12.341945 8.390016 0.2796 1.4829 -0.3658 0.0000
N -25.913325 7.857305 12.665398 -0.4951 -0.0852 -0.8957 0.0000
C -27.148312 7.773125 13.185965 -1.0985 0.0572 2.1651 0.0000
O -27.433017 8.187118 14.322053 0.4944 -0.2022 -0.7744 0.0000
C -28.237402 7.112125 12.362283 2.0385 -0.8485 -1.7719 0.0000
C -28.796554 8.069121 11.296937 4.9485 2.2990 1.1355 0.0000
H -25.082442 8.108225 13.177600 -0.0506 0.0461 0.0544 0.0000
H -25.880837 7.554392 11.707378 0.8190 -0.2476 -0.0883 0.0000
H -29.065401 6.890585 13.043629 0.5739 -0.7468 0.0220 0.0000
H -27.717734 6.249552 11.719890 -1.4461 0.9615 1.9547 0.0000
H -28.779916 9.059073 11.820160 -1.1051 -0.5211 -0.7781 0.0000
H -29.638058 7.603116 11.081261 -4.6658 -1.0446 -1.2021 0.0000
O -25.520483 6.124438 9.965759 0.7524 -1.0302 -0.7306 -0.0003
B -26.487116 6.596784 8.987328 0.5976 -2.8804 0.3367 0.0003
O -26.712978 5.384057 8.169553 0.4939 1.2868 0.1189 0.0000
C -25.812389 4.400292 8.553186 -2.5063 2.2642 -2.5291 0.0000
C -25.643373 3.275586 7.802006 2.4480 -1.5367 1.5524 0.0000
C -24.723674 2.341596 8.308164 -2.0333 3.6401 5.4353 0.0000
C -24.348252 2.491364 9.745781 1.1882 0.5919 -0.8869 0.0000
C -24.614286 3.727621 10.423945 2.9501 2.6911 -0.2391 0.0000
C -25.099449 4.824259 9.596849 -0.8328 -1.1773 3.9632 0.0000
H -26.041785 3.250399 6.850484 -0.8274 -0.2325 -1.8399 0.0000
H -24.156909 1.700219 7.807038 1.5195 -3.1332 -2.3949 0.0000
H -23.576292 1.753369 10.216959 -1.7508 1.3666 -0.9020 0.0000
H -24.015255 4.204416 11.360055 -1.6280 -2.1146 -1.7150 0.0000
C -17.648598 5.366687 8.778120 -2.8989 4.3207 0.0445 0.0081
C -19.004191 5.484787 9.457347 -6.0558 -1.2858 5.9185 -0.0009
C -20.003112 6.769346 9.984520 -1.3965 1.3797 -7.7675 0.0005
C -21.397360 6.285467 10.499170 1.1264 0.9731 -9.2080 0.0001
N -22.422646 7.290152 10.343671 0.4204 -2.0608 -2.9113 0.0017
C -22.642726 8.244996 11.235909 1.7554 -1.0534 2.1122 0.0000
Se -22.134614 8.035526 12.997526 -0.2592 0.4473 -0.1235 -0.0003
N -23.094847 9.299197 10.603299 -2.8469 0.8153 0.4405 0.0009
C -23.704622 10.398587 11.304998 -1.1254 0.3613 -1.6830 0.0001
C -22.934679 11.640328 10.844718 2.4342 -8.7472 -4.7972 -0.0003
C -21.553282 11.044710 10.384997 1.3257 2.5359 -4.0126 -0.0001
C -21.025197 11.324009 9.081499 -1.4698 -3.2517 1.9025 0.0000
C -23.472273 9.046036 9.344526 0.6740 -5.3861 -6.1705 -0.0011
C -24.168701 9.648017 8.175248 2.2636 3.3322 4.3947 -0.0006
C -24.132495 9.171587 6.857613 0.0066 0.3736 4.9338 0.0009
C -23.339646 7.970818 6.755617 -3.8028 1.7942 0.0478 -0.0001
C -22.936040 7.042788 7.676224 0.7781 3.4963 2.4739 0.0001
C -22.910203 7.581845 9.082776 -1.6948 4.1745 -1.1058 -0.0010
H -17.239909 6.192877 9.604994 0.3181 -0.6845 -3.5898 -0.0004
H -17.618084 5.088541 7.657788 0.0792 2.1269 1.3341 -0.0006
H -17.126335 4.622743 9.138609 2.1100 -4.4354 2.3116 -0.0006
H -18.763194 5.449913 10.720073 0.0072 -1.4604 -3.4749 -0.0007
H -20.237196 4.747636 9.461192 4.4674 0.3847 -1.0660 -0.0004
H -20.132358 7.772293 8.989329 0.3132 -3.0077 3.3973 -0.0004
H -19.441456 6.980823 10.733292 3.2233 3.3841 4.5777 0.0005
H -21.383394 6.083630 11.464173 0.1680 -2.5777 4.2156 0.0001
H -21.442388 5.656644 9.401292 -1.3991 -0.0136 3.7899 -0.0002
H -23.947654 9.995671 12.238184 0.9901 0.6060 2.4646 0.0001
H -24.704171 10.280300 10.926728 -0.6602 1.2950 -0.5397 -0.0001
H -23.022628 12.534911 11.102115 -0.4631 7.2913 3.7100 0.0001
H -23.072215 11.754073 9.750976 -1.9200 0.1322 0.3768 0.0000
H -21.194444 10.111585 10.744706 1.0891 0.3078 1.4135 -0.0002
H -16.599628 2.339997 5.840650 0.0002 -0.0023 -0.0005 0.9951
H -17.570148 9.477830 12.938338 0.0080 -0.1361 -0.1044 0.0002
H -20.132616 10.407324 8.921866 -2.5228 3.3425 -0.4914 0.0000
H -21.807920 11.821589 8.209405 2.9657 -1.2126 2.4606 0.0000
H -24.557265 10.819226 8.317855 0.9298 -3.7991 -0.1061 0.0000
H -25.097779 9.761881 6.866990 0.3371 -1.0265 -3.5723 -0.0003
H -23.268234 7.714602 5.781120 0.5479 -1.4194 -3.0763 0.0000
H -22.428332 6.394188 6.995423 0.9157 -1.8434 1.5329 -0.0001
```
Positions in Å, forces in eV/Å.



No. 3
This record from the OMol25 dataset describes a structure of composition C29H36BaCl2N5O3. The level of theory is ωB97M-V/def2-TZVPD.

Output
- Energy: -2572.17867 a.u.
- Total charge: -1

```
76
Properties=species:S:1:pos:R:3:forces:R:3:mulliken_charge:R:1
Ba -0.774056 0.898872 -0.092114 -0.4234 -0.3205 -0.4195 0.9556
C 3.934243 -2.683367 -0.841454 -0.0031 0.0112 -0.0074 -1.2809
N 2.557427 -2.233436 -0.773042 0.0105 0.0005 0.0063 0.8245
C 1.769452 -2.884064 -1.812804 -0.0049 0.0049 -0.0270 -1.3974
C 0.500851 -2.146506 -2.216932 0.0606 0.1185 -0.0403 1.0231
C 0.742511 -0.871217 -3.019817 -0.0617 -0.0201 0.0549 -1.3724
N 1.135620 0.246643 -2.180913 0.0693 0.0849 -0.0682 0.4261
C 2.204136 0.860497 -2.503900 0.0062 -0.0326 0.0192 -0.7603
C 2.788273 2.043906 -1.891105 -0.0417 -0.0506 -0.0108 0.7543
C 4.071883 2.408085 -2.322528 -0.0013 -0.0281 -0.0154 -0.5720
C 4.724846 3.519079 -1.839704 0.0023 0.0423 0.0317 -0.7910
C 4.063092 4.316831 -0.895274 0.0282 -0.0319 -0.0306 -0.3584
C 2.800068 4.000739 -0.460449 -0.0081 -0.0145 -0.0005 -0.7817
C 2.104408 2.851748 -0.933348 0.0167 0.0339 0.0668 0.0152
O 0.923866 2.580946 -0.509738 0.3745 0.3867 -0.0579 -0.0917
C 1.973978 -2.477837 0.541728 -0.0068 0.0267 0.0065 -0.1968
C 2.621157 -1.686765 1.671389 0.0079 0.0157 0.0072 -1.0843
C 2.336987 -0.184430 1.646315 0.0082 -0.0250 -0.0121 -0.4959
N 0.956253 0.081185 2.034570 0.0295 0.0607 0.0920 0.2881
C 0.778753 0.400030 3.257371 0.0175 -0.0371 -0.0237 -0.4282
C -0.465065 0.660581 3.966253 0.0205 0.0136 -0.0098 0.6532
C -0.355009 0.885054 5.346974 0.0387 -0.0053 -0.0360 -0.6545
C -1.447826 1.119224 6.149187 -0.0526 0.0056 0.0131 -0.7878
C -2.714973 1.136750 5.550749 0.0471 -0.0043 0.0340 -0.3954
C -2.862656 0.930097 4.202277 0.0201 -0.0146 -0.0442 -0.6803
C -1.750053 0.691463 3.346739 -0.0908 0.0173 0.0796 -0.0059
O -1.919068 0.535666 2.084088 -0.1146 -0.0279 0.3744 -0.1845
H 4.037610 -3.762202 -0.620860 0.0002 0.0000 0.0032 0.4040
H 4.560951 -2.131986 -0.143639 0.0022 -0.0003 0.0010 0.2685
H 4.324497 -2.501283 -1.843178 0.0043 -0.0023 0.0024 0.3630
H 1.518777 -3.919172 -1.510664 0.0013 -0.0049 0.0013 0.3681
H 2.398574 -2.969413 -2.703730 0.0034 -0.0175 0.0050 0.4961
H -0.108776 -1.903115 -1.345045 0.0459 -0.0094 -0.0267 -0.9565
H -0.107649 -2.826890 -2.819207 -0.0065 -0.0010 0.0034 0.5321
H -0.198819 -0.596695 -3.507573 0.0052 0.0079 -0.0074 0.3391
H 1.480616 -1.059660 -3.815069 0.0043 -0.0103 -0.0086 0.3466
H 2.790695 0.472035 -3.351586 0.0163 0.0173 -0.0033 0.0281
H 4.555947 1.779572 -3.064908 0.0035 0.0048 0.0020 0.3105
H 5.717497 3.776374 -2.184518 0.0010 -0.0073 -0.0053 0.3717
H 4.553874 5.201449 -0.504251 -0.0014 0.0027 0.0029 0.3703
H 2.285933 4.619785 0.265135 -0.0053 -0.0062 -0.0033 0.4462
H 2.027854 -3.558438 0.778086 0.0024 -0.0006 0.0022 0.3226
H 0.912587 -2.217619 0.507711 -0.0019 -0.0144 -0.0060 -0.0582
H 3.701593 -1.844499 1.678035 -0.0036 -0.0198 -0.0059 0.4873
H 2.248099 -2.085068 2.619156 0.0057 -0.0057 0.0019 0.3639
H 2.510876 0.213375 0.641779 -0.0041 -0.0155 -0.0081 -0.1988
H 3.038342 0.318052 2.325861 -0.0166 0.0189 -0.0034 0.4643
H 1.667578 0.486207 3.903619 -0.0108 -0.0026 0.0209 0.1340
H 0.638906 0.868521 5.784630 -0.0042 0.0014 0.0101 0.3101
H -1.332334 1.290923 7.210945 0.0029 -0.0015 0.0014 0.3723
H -3.593285 1.323804 6.158867 0.0001 -0.0006 0.0014 0.3866
H -3.840680 0.957451 3.736718 0.0001 0.0007 0.0052 0.3737
C -3.632636 0.563028 -3.033145 -0.0439 0.0133 0.0397 -1.1756
C -3.094878 1.495908 -1.920980 0.1602 -0.1392 -0.0745 0.8829
O -3.855531 2.429619 -1.632564 -0.1062 0.0538 -0.0065 -0.7560
H -2.916145 0.564345 -3.861861 0.0007 0.0069 -0.0048 0.2651
H -4.624569 0.868361 -3.395493 0.0014 0.0022 0.0073 0.2968
H -3.671230 -0.465552 -2.653735 0.0153 0.0430 -0.0562 0.0558
Cl -1.979699 3.925313 1.280255 0.0727 -0.0405 0.0425 -0.1446
C -1.843730 4.429339 -0.418784 -0.1260 0.0137 -0.0109 0.5501
Cl -2.015600 6.189771 -0.598127 0.0340 0.0192 0.0059 -0.2279
H -2.657154 3.936338 -0.949162 0.0430 -0.0313 -0.0582 0.0520
H -0.856651 4.141396 -0.765324 0.0275 0.0292 0.0062 -0.2138
N -3.959651 -0.580505 0.491460 0.0285 -0.0148 0.0665 -0.1125
C -3.598089 -1.714686 -0.142634 0.0227 0.0019 -0.0534 0.3320
C -4.519916 -2.426094 -0.946184 -0.0079 -0.0412 0.0356 -0.7730
C -4.134524 -3.616443 -1.504875 0.0048 0.0123 0.0168 -0.2178
C -2.845767 -4.105119 -1.270982 -0.0059 0.0226 0.0084 -0.8921
C -2.002222 -3.316887 -0.518001 -0.0350 -0.0849 0.0184 -0.2026
N -2.333126 -2.137731 0.013680 -0.0395 0.0150 0.0229 0.0372
H -4.807059 -0.110279 0.232259 0.0254 0.0361 -0.0563 0.2276
H -3.306393 -0.113134 1.125404 -0.0306 -0.0507 0.0632 0.1877
H -5.513488 -2.025042 -1.099216 0.0034 0.0013 -0.0004 0.3229
H -4.830114 -4.176305 -2.118516 -0.0062 0.0085 0.0006 0.3888
H -2.510304 -5.048588 -1.677447 0.0131 0.0007 0.0050 0.4266
H -0.979880 -3.638323 -0.336824 -0.0446 -0.0209 0.0138 0.4242
```
Positions in Å, forces in eV/Å.



In order of appearance, relative energy (zero: lowest compared OMol25 entry of this formula, charge and spin) = 1014.7 2653.1 0.0 kJ/mol.